# 1
Formula: C32H23ClN4O3RuS
Source: the OMol25 dataset
Level of theory: wB97M-V/def2-TZVPD

Geometry as XYZ:
```
65
C32H23ClN4O3RuS | the OMol25 dataset | wB97M-V/def2-TZVPD
C 1.78 2.33 1.31
O 1.23 -1.19 -1.37
C -2.74 -3.64 2.36
Cl -2.45 -6.25 1.68
H -3.87 4.50 1.58
C 0.69 4.22 2.39
H -2.96 -1.58 2.89
C -1.93 -2.71 -0.14
N -1.38 -1.14 -1.90
C -2.00 -4.09 0.13
C -0.41 0.94 -4.80
S 1.71 -0.13 -0.53
H -1.74 -4.80 -0.65
C 1.81 3.49 2.12
H -1.80 5.37 2.64
C -0.42 3.20 -3.99
C -0.81 0.52 -3.52
C -0.82 2.70 -2.74
H 4.63 -3.36 4.28
H 2.71 1.82 1.12
C -0.57 2.66 1.02
H 0.09 0.29 -6.80
C -2.84 2.86 0.64
C -0.43 -1.35 -5.54
H 4.16 -1.95 5.22
H 0.72 5.10 3.02
H 1.23 -2.60 3.62
H 0.36 -1.52 1.58
H -3.05 -4.01 3.33
H -0.97 -2.83 -4.08
C -0.54 3.81 1.83
C -1.55 -2.35 -1.47
C -0.22 2.32 -5.01
C 2.31 -0.82 0.97
C 0.60 1.90 0.76
C 4.13 -1.38 2.40
H -1.41 -3.18 -2.16
H -0.28 4.26 -4.11
H 2.76 3.79 2.54
H -3.73 2.45 0.17
H 4.33 -0.25 0.58
O 2.70 0.78 -1.05
Ru -1.43 0.51 -0.71
H 0.10 2.67 -5.98
C 3.66 -0.77 1.25
C -2.91 4.01 1.44
N -1.71 2.22 0.43
N -1.01 1.42 -2.51
C 3.79 -2.70 4.51
C -2.28 -1.79 0.87
C -2.69 -2.29 2.12
C -0.83 -1.77 -4.25
O -2.27 -0.47 0.74
C 3.27 -2.05 3.27
H 5.19 -1.35 2.63
C -1.77 4.48 2.02
C -2.39 -4.55 1.36
C 1.42 -1.48 1.81
H 3.03 -3.29 5.01
C 1.91 -2.09 2.96
C -1.01 -0.86 -3.25
H -0.29 -2.10 -6.31
C -0.22 -0.03 -5.81
H -0.97 3.37 -1.90
N 0.38 0.74 -0.04
```

Output
E_LUMO (alpha / beta) in eV: -3.623 / -4.113
Total charge: +1
2S+1: 2
ΔE to the lowest compared entry with this formula, charge and spin in eV: 0.000
E_HOMO (alpha / beta) in hartree: -0.3939 / -0.3960
⟨S²⟩: 0.76
M in g mol⁻¹: 680.2

Results of the natural (NBO) charge analysis, in e, for atoms 1 through 6: number 1, C, carries -0.210; number 2, O, carries -0.945; number 3, C, carries -0.163; number 4, Cl, carries 0.031; number 5, H, carries 0.242; number 6, C, carries -0.189

***

# 2
Formula: C7H12N2O
Source: the OMol25 dataset
Level of theory: wB97M-V/def2-TZVPD

Geometry as XYZ:
```
22
C7H12N2O | the OMol25 dataset | wB97M-V/def2-TZVPD
C -2.73 -0.10 -0.01
C 1.77 0.82 -1.12
N -0.64 -1.26 -0.05
N -0.07 -0.16 0.01
C -4.16 0.31 0.11
O -2.01 -1.22 -0.01
H -4.84 0.11 -0.70
H -4.63 0.30 1.09
H 3.07 -1.46 -0.23
H 2.85 0.92 -1.15
C -2.95 1.18 -0.13
H -2.60 2.17 -0.25
H 1.67 -1.93 -1.20
H 1.52 -0.28 2.15
C 1.80 0.40 1.35
H 1.32 1.36 1.53
C 1.99 -1.54 -0.24
C 1.37 -0.16 -0.01
H 2.88 0.54 1.37
H 1.67 -2.23 0.53
H 1.32 1.79 -0.95
H 1.43 0.44 -2.09
```

Output
E_LUMO in eV: 0.874
Total charge: 0
SMILES: CC(C)(C)/N=N/OC1=CC1
ΔE to the lowest compared entry with this formula, charge and spin in eV: 5.149
E_HOMO in hartree: -0.3242
M in g mol⁻¹: 140.2

Results of the natural (NBO) charge analysis, in e, for atoms 1 through 6: number 1, C, carries 0.294; number 2, C, carries -0.597; number 3, N, carries 0.141; number 4, N, carries -0.185; number 5, C, carries -0.415; number 6, O, carries -0.333

***

# 3
Formula: C22H72N20O14
Source: the OMol25 dataset
Level of theory: wB97M-V/def2-TZVPD

Geometry as XYZ:
```
128
C22H72N20O14 | the OMol25 dataset | wB97M-V/def2-TZVPD
O 1.76 3.86 0.52
H -2.00 4.02 6.50
N 1.35 -5.07 2.12
H -5.92 -2.32 -2.33
N 5.41 -1.36 -1.83
N 0.95 1.05 0.56
H 2.82 -2.32 3.12
O -1.41 -5.99 0.85
H 0.45 -5.44 1.79
C -2.85 -1.27 2.54
C -3.94 -1.84 -1.43
C 2.86 1.09 -4.04
C -0.23 0.61 -0.13
O -2.59 -1.87 -1.88
O -1.95 -1.02 -4.36
H -1.61 3.02 -1.20
H -1.62 0.95 -2.66
N 0.85 0.55 5.56
H 3.47 5.09 2.82
N -4.26 -1.41 2.34
H -1.16 -1.15 -0.74
H -2.79 3.39 4.25
H -4.64 0.11 -2.06
H -0.31 3.99 5.93
C -4.42 -0.42 -1.13
H -2.13 -4.61 -4.08
H 2.60 1.59 -1.95
N 0.53 -0.27 3.33
N 4.16 0.68 3.41
N 2.75 -3.32 3.03
H -4.50 3.82 -2.61
H 3.24 -0.10 -2.39
H -1.90 -3.80 -1.23
H 3.58 0.11 4.04
N 2.68 4.71 2.30
C -1.30 0.07 -4.47
H 4.25 2.71 -3.29
H 1.90 -5.77 2.55
H -4.84 -0.59 2.55
H -1.09 -2.20 2.27
O -2.40 -0.22 2.98
H -4.75 -3.67 -2.41
O -1.74 1.81 5.03
H -3.99 -2.39 -0.48
C 1.28 -0.31 4.48
N 0.50 -3.25 -3.23
H -1.41 5.18 5.29
N 3.66 4.86 0.08
H -1.44 -6.25 -2.17
H 1.37 -3.75 -2.98
H -0.41 0.05 3.39
C -4.88 -2.59 -2.48
H 6.15 -1.42 -1.17
O 0.81 -2.84 1.87
H 1.60 0.21 -2.49
H 4.89 1.29 3.68
H 5.11 1.28 -3.98
O -1.15 1.36 -0.70
H 5.48 1.76 1.46
C 4.22 1.89 -4.07
C -1.76 3.16 4.52
H 3.16 -4.08 3.48
H 0.74 -0.96 2.62
H -0.85 4.26 2.96
C 4.13 0.28 2.09
N -0.36 -0.77 -0.22
O -1.83 3.81 -1.71
H 0.31 -1.47 0.05
C -4.25 3.78 -1.50
H 3.31 4.93 -0.84
H -2.37 -3.37 2.12
H 4.27 2.36 -5.05
O 2.32 -1.01 4.58
H -3.67 5.30 0.76
H -1.69 -2.96 -4.31
H 0.26 3.06 3.74
H -2.96 3.69 0.85
N -1.34 1.16 -3.62
O 3.39 -0.59 1.67
O 3.56 -2.25 -2.75
H 0.14 1.05 -5.64
H -3.69 0.16 -0.58
H 2.83 0.11 -4.57
O -0.14 -5.39 -3.26
C -0.76 3.24 3.40
N -1.50 -4.23 -0.42
C 1.58 -3.71 2.31
H 1.36 0.32 1.13
H 4.33 5.53 0.34
N -2.07 -2.40 2.18
C -2.86 4.67 0.36
H -4.23 2.73 -1.20
H -5.34 -0.54 -0.57
H 1.16 2.02 0.66
C 4.26 -2.04 -1.73
N -0.49 0.26 -5.60
H 3.85 -1.88 0.26
H -5.09 4.28 -1.06
C -0.33 -4.22 -3.63
H -2.18 1.24 4.36
H 1.19 0.27 6.48
C 2.54 0.72 -2.63
H -4.57 -2.35 -3.50
H -0.06 1.05 5.48
H -2.97 5.41 -1.68
H -2.00 -7.24 -0.98
C 2.65 4.50 0.96
N 3.85 -2.51 -0.55
H -4.59 -2.06 1.66
N -1.42 -3.91 -4.27
H 5.50 -1.13 -2.82
H 2.36 3.88 2.77
H 0.53 -2.23 -3.13
N -2.01 -6.32 -1.34
H 4.72 0.84 0.23
H -2.46 -1.63 -2.81
C -1.37 4.14 5.64
H -0.57 -0.37 -6.39
H 1.53 2.42 -3.85
C -1.56 -5.53 -0.28
H -0.94 -3.69 0.21
H 2.92 -2.80 -0.82
H -1.94 5.20 0.59
H -0.50 1.69 -3.77
C -2.97 4.43 -1.22
N 5.02 0.94 1.19
H -1.00 2.56 2.60
O 1.87 1.91 -4.61
```

Output
E_LUMO in eV: -0.029
Total charge: 0
ΔE to the lowest compared entry with this formula, charge and spin in eV: 0.171
E_HOMO in hartree: -0.3394
M in g mol⁻¹: 840.9

Results of the Mulliken charge analysis, in e, for atoms 1 through 6: number 1, O, carries -0.495; number 2, H, carries 0.409; number 3, N, carries -0.382; number 4, H, carries 0.389; number 5, N, carries -0.322; number 6, N, carries 1.096

***

# 4
Formula: C6H8N
Source: the OMol25 dataset
Level of theory: wB97M-V/def2-TZVPD

Geometry as XYZ:
```
15
C6H8N | the OMol25 dataset | wB97M-V/def2-TZVPD
C -0.11 -1.08 0.63
H 2.37 -1.26 0.17
C 1.25 0.83 -0.11
H -1.84 -2.20 -0.34
C 1.68 -0.61 -0.35
C -1.31 -0.04 -0.58
H -1.36 2.30 -0.25
H -0.19 -1.62 1.59
H 1.33 1.42 -1.04
N -0.12 0.51 0.36
H 1.67 1.51 0.69
H 1.42 -0.83 -1.36
C -1.40 1.27 0.01
C -1.23 -1.35 -0.31
H -2.17 1.14 0.89
```

Output
E_LUMO in eV: -4.635
Total charge: +1
ΔE to the lowest compared entry with this formula, charge and spin in eV: 8.358
E_HOMO in hartree: -0.5126
M in g mol⁻¹: 94.1

Results of the natural (NBO) charge analysis, in e, for atoms 1 through 6: number 1, C, carries -0.007; number 2, H, carries 0.255; number 3, C, carries -0.273; number 4, H, carries 0.271; number 5, C, carries -0.240; number 6, C, carries 0.209

***

# 5
Formula: C5H5Cl
Source: the OMol25 dataset
Level of theory: wB97M-V/def2-TZVPD

Geometry as XYZ:
```
11
C5H5Cl | the OMol25 dataset | wB97M-V/def2-TZVPD
C 0.76 1.23 0.10
H -2.14 -1.63 -0.58
H 0.27 3.28 -0.60
C -1.47 -1.06 0.05
C 0.53 2.37 -0.18
H 0.10 -1.44 -1.27
C -0.19 -1.04 -0.31
Cl 2.45 -0.78 -0.06
H 0.70 -0.28 1.53
C 0.83 -0.18 0.39
H -1.85 -0.48 0.92
```

Output
E_LUMO in eV: 1.000
Total charge: 0
SMILES: C#C[C@H](Cl)C=C
ΔE to the lowest compared entry with this formula, charge and spin in eV: 2.062
E_HOMO in hartree: -0.3720
M in g mol⁻¹: 100.5

Results of the natural (NBO) charge analysis, in e, for atoms 1 through 6: number 1, C, carries -0.016; number 2, H, carries 0.210; number 3, H, carries 0.233; number 4, C, carries -0.362; number 5, C, carries -0.202; number 6, H, carries 0.219

***

# 6
Formula: C24H32Cl3F7N3O4
Source: the OMol25 dataset
Level of theory: wB97M-V/def2-TZVPD

Geometry as XYZ:
```
73
C24H32Cl3F7N3O4 | the OMol25 dataset | wB97M-V/def2-TZVPD
Cl 0.18 -3.08 1.68
H -1.53 -1.06 1.04
C 3.58 -1.49 1.73
C -0.27 3.30 7.53
H 3.54 -0.02 -1.20
C -0.99 -3.29 -0.72
H 0.19 3.23 2.06
H -2.91 -2.74 0.08
H -5.39 1.40 -0.24
C 0.78 2.89 -1.25
C -0.05 0.95 -0.43
C -0.99 4.48 6.92
C -2.90 0.12 -0.11
H -1.63 4.18 6.08
Cl -3.34 0.60 1.57
F 2.18 6.84 6.00
H -1.35 -1.87 -4.77
C 2.97 -4.94 -5.94
C -4.18 -0.27 -0.86
H -5.84 0.73 -1.82
C -2.16 -2.31 -0.58
H -2.55 1.05 -0.56
C 0.25 2.78 1.08
H 4.61 -1.13 1.71
H -0.92 -4.16 -5.71
Cl -5.22 -1.39 0.06
O 1.01 -3.70 -6.33
H 4.75 -1.19 -0.62
H 1.16 3.45 -2.10
C 1.42 6.50 4.96
F 0.68 7.56 4.60
N 0.27 -2.84 -0.04
C 1.56 -4.54 -5.47
O 0.33 4.39 4.54
F 2.89 -5.80 -6.95
H -0.99 2.59 7.93
H -4.37 1.73 -1.64
H -2.57 -2.19 -1.58
H 1.01 -3.47 -0.34
H 0.27 -1.37 -5.25
H -0.75 -2.93 -6.96
F -0.77 -0.58 -2.09
N 1.61 -0.95 0.49
H 3.38 -1.71 -1.60
H -0.49 0.85 1.67
H 1.19 -1.59 -1.46
C -0.34 -3.29 -6.02
F 2.22 6.19 3.94
C 2.87 -1.16 0.45
H 3.61 -2.57 1.84
H -1.62 4.98 7.65
O -0.06 5.50 6.47
H 0.38 3.63 8.33
C -1.76 -0.94 -0.01
H -1.23 -4.27 -0.32
H 0.35 2.80 6.78
C 3.70 -1.03 -0.81
H 0.99 4.54 0.09
H 3.07 -1.01 2.56
C 0.70 3.50 -0.01
F 3.65 -5.51 -4.95
C 0.72 -1.42 -0.48
H -0.72 -3.43 -1.77
N 0.42 1.63 -1.48
F 3.66 -3.87 -6.36
C -5.00 0.98 -1.17
H 0.07 -2.62 -4.03
C -0.34 -2.22 -4.96
C -0.13 1.46 0.85
C 0.50 5.31 5.30
H -3.92 -0.72 -1.82
C -0.48 -0.48 -0.72
O 1.06 -4.98 -4.47
```

Output
E_LUMO in eV: -3.698
Total charge: +1
E_HOMO in hartree: -0.4530
M in g mol⁻¹: 665.9

Results of the Mulliken charge analysis, in e, for atoms 1 through 6: number 1, Cl, carries 0.031; number 2, H, carries 0.855; number 3, C, carries -1.369; number 4, C, carries -1.080; number 5, H, carries 0.303; number 6, C, carries -0.778

***

# 7
Formula: C8H18N2O4P
Source: the OMol25 dataset
Level of theory: wB97M-V/def2-TZVPD

Geometry as XYZ:
```
33
C8H18N2O4P | the OMol25 dataset | wB97M-V/def2-TZVPD
H 1.72 -2.11 -1.22
H 3.65 0.63 -0.56
H 1.36 -2.89 0.31
C 0.22 -1.05 -0.03
C 1.46 -1.92 -0.18
N -0.94 -1.38 -0.88
H -2.96 -0.56 -0.72
H -0.46 0.93 -1.67
H 0.13 -0.50 2.11
H 4.00 -2.74 0.48
P 2.85 -0.97 0.52
C -0.90 2.67 0.44
H 0.93 2.00 0.97
C -1.82 2.29 -0.72
H 0.79 2.37 -0.65
C -1.93 -0.27 -0.56
H -2.07 0.91 -2.32
H 0.57 -0.04 -0.19
C -1.51 0.95 -1.39
H -1.73 3.07 -1.47
O 3.58 -0.31 -0.72
H -1.92 0.74 1.45
H -1.37 -2.23 -0.49
O -1.40 3.02 1.51
H -2.54 -0.84 1.40
O 3.86 -2.03 1.12
H -0.68 -1.99 1.62
H -0.77 -1.54 -1.87
N 0.49 2.60 0.29
H -2.83 2.34 -0.36
C -1.76 -0.22 0.97
O 2.41 0.04 1.48
C -0.45 -0.97 1.33
```

Output
E_LUMO in eV: -3.332
Total charge: +1
SMILES: NC(=O)CC[C@@H]1CC[C@@H](CP(=O)(O)O)[NH2+]1
E_HOMO in hartree: -0.4761
M in g mol⁻¹: 237.2

Results of the natural (NBO) charge analysis, in e, for atoms 1 through 6: number 1, H, carries 0.257; number 2, H, carries 0.530; number 3, H, carries 0.258; number 4, C, carries -0.051; number 5, C, carries -0.844; number 6, N, carries -0.507

***

# 8
Formula: C26H22ClNO7RhS
Source: the OMol25 dataset
Level of theory: wB97M-V/def2-TZVPD

Geometry as XYZ:
```
59
C26H22ClNO7RhS | the OMol25 dataset | wB97M-V/def2-TZVPD
H 0.87 -6.42 1.28
C 1.51 -3.97 0.41
C -2.54 -1.53 5.37
H 5.01 -2.42 -0.10
S 1.15 2.81 -0.72
C 0.03 1.43 3.62
Cl -1.61 -1.06 7.88
Rh 0.02 -0.15 0.22
C -5.06 5.35 -1.33
H 5.12 -0.49 -0.42
H -5.20 6.10 -2.10
H -4.53 2.71 1.43
C 1.65 -2.57 0.55
H -0.52 2.28 3.22
O -3.80 -2.00 -0.04
O 0.71 4.22 -0.76
C -0.83 0.15 5.58
H 0.58 -6.47 -0.48
C -1.37 2.37 -0.34
H -3.08 4.84 -1.99
H -3.86 -0.66 2.04
C -6.07 5.11 -0.41
H -3.16 -2.29 5.82
C -5.87 4.15 0.58
H 0.58 0.99 2.79
C -1.82 -0.28 3.43
C 3.87 -4.19 -0.01
H -3.45 0.67 0.93
O 0.61 -1.90 0.91
H 3.99 0.53 -1.33
C -2.43 2.95 -0.27
C -4.68 3.43 0.64
C -3.09 -0.26 1.39
H 0.75 1.78 4.35
C -3.66 3.66 -0.30
C -2.88 -1.23 0.20
H -6.64 3.96 1.31
H -6.99 5.67 -0.45
C 4.26 0.16 -0.34
H 4.72 -4.83 -0.17
C -1.67 -0.80 6.16
C 1.29 -6.72 0.31
H -3.26 -1.88 3.41
H 1.46 -7.80 0.32
O -1.91 0.09 2.12
O 2.55 -6.12 0.09
C -2.60 -1.27 4.01
C -0.89 0.42 4.23
O -1.80 -1.10 -0.46
O 2.14 0.23 0.63
C 4.01 -2.83 0.03
H 0.52 -4.36 0.55
C 3.05 -0.53 0.25
C -3.87 4.64 -1.28
N -0.18 1.81 -0.42
H 4.50 1.02 0.28
H -0.13 0.70 6.20
C 2.93 -1.96 0.29
C 2.60 -4.77 0.16
```

Output
E_LUMO (alpha / beta) in eV: 2.554 / 1.936
Total charge: -1
2S+1: 5
ΔE to the lowest compared entry with this formula, charge and spin in eV: 1.000
E_HOMO (alpha / beta) in hartree: -0.1477 / -0.1860
⟨S²⟩: 6.02
M in g mol⁻¹: 630.9

Results of the natural (NBO) charge analysis, in e, for atoms 1 through 6: number 1, H, carries 0.183; number 2, C, carries -0.451; number 3, C, carries -0.230; number 4, H, carries 0.200; number 5, S, carries 1.083; number 6, C, carries -0.625

***

Q: M of number 6 (C24H32Cl3F7N3O4)?
A: 665.9 g mol⁻¹